DFT (the ωB97M-V functional and the def2-TZVPD basis) results for a cluster of 7 separate species, C16H47O9 in total at a distorted geometry.

```
72
Properties=species:S:1:pos:R:3:forces:R:3:mulliken_charge:R:1
O -0.329822 -0.562085 0.652170 4.6 -2.1 1.7 0.46
H 0.146958 -0.306133 1.525672 0.3 0.0 -1.7 0.00
H -1.135814 -0.182697 0.729828 -5.6 2.4 0.0 0.32
H 0.051337 -0.343267 -0.226232 0.8 0.5 -0.3 0.25
C -4.114410 -1.034926 -2.394372 1.7 2.8 -6.7 -1.17
C -2.657757 -1.065192 -2.642221 1.5 -2.5 0.5 -0.22
O -1.973452 -1.854690 -1.538079 -0.3 6.3 0.2 -0.42
O -4.839415 -0.470761 -3.521665 -0.3 0.6 0.3 -0.59
H -4.444718 -0.689451 -1.576544 -1.8 3.4 6.4 0.68
H -4.353501 -1.955697 -2.362897 -1.9 -7.0 0.2 0.58
H -2.160740 -0.166791 -2.758666 0.8 2.0 0.3 0.02
H -2.412739 -1.628644 -3.560560 -0.5 0.3 0.2 0.51
H -2.132232 -2.675917 -1.821320 -0.6 -5.3 -1.2 0.28
H -5.752481 -0.152519 -3.291765 1.5 -0.6 0.0 0.33
C -2.065675 2.794790 -0.210694 -4.2 1.5 -2.5 -0.55
C -3.114253 2.072055 0.603018 6.9 -0.1 2.4 -0.38
O -2.782936 0.717316 0.543146 3.1 -3.8 -0.1 -0.53
O -2.294864 4.238694 -0.276633 -1.2 -1.6 -1.5 -0.54
H -2.403481 2.460925 -1.214571 1.0 -0.3 0.1 0.24
H -1.069375 2.584578 -0.127354 2.5 -0.8 1.1 0.42
H -3.936981 1.882124 0.194122 -7.8 1.7 -3.2 0.43
H -3.045757 2.236501 1.617831 -0.7 1.6 2.2 0.22
H -3.529983 0.121464 0.532413 -0.3 0.1 0.0 0.18
H -2.915350 4.170310 -1.066971 1.1 1.5 1.7 0.39
C 2.858442 2.211589 1.361278 3.4 3.1 0.7 -1.24
C 3.436396 0.804154 1.769821 -0.1 3.0 0.6 0.60
C 3.940935 0.855730 3.186102 3.1 -6.7 -3.5 -2.03
O 2.371865 -0.088999 1.676673 0.6 -2.5 -0.3 -0.06
H 2.036224 2.856579 1.797703 0.3 -2.0 0.2 0.27
H 2.788943 2.337913 0.287828 -0.2 -0.3 -0.3 0.28
H 3.756235 2.994202 1.656190 -1.8 -1.9 -0.9 0.33
H 4.342295 0.578625 1.147444 -1.2 0.0 -0.2 0.23
H 4.666127 1.465998 3.383746 4.3 4.5 0.1 0.70
H 4.605457 -0.082367 3.552426 -2.2 1.2 -1.0 0.29
H 3.287302 1.101326 3.830018 -5.3 1.1 4.7 0.58
H 2.838269 -0.952814 1.803836 -1.1 0.6 -0.2 0.10
C -1.236413 -0.031881 5.258242 1.3 1.0 2.1 -1.41
C -0.018815 -0.040667 4.281215 0.1 -4.5 3.1 0.49
C 0.083428 -1.541516 3.713920 2.6 0.0 5.2 -1.25
O -0.213490 0.828813 3.264717 -0.2 3.2 -0.7 -0.41
H -1.362692 1.054600 5.540591 -0.3 -1.1 -0.1 0.33
H -1.319419 -0.678114 6.237809 1.0 1.2 -2.0 0.32
H -2.002587 -0.354363 4.654546 -2.4 -0.4 -1.2 0.43
H 0.811262 0.194726 4.919346 1.1 0.2 -0.2 0.29
H -0.007118 -2.316868 4.719305 0.3 2.2 -3.1 0.33
H 0.973524 -1.833293 3.130817 -0.4 0.4 0.3 0.09
H -0.785869 -1.596175 3.212841 -3.0 -1.0 -2.1 0.54
H -0.175688 1.740574 3.700934 -0.2 -1.6 -1.4 0.32
C 0.988465 2.698685 -3.002394 0.2 -0.3 -1.5 -1.65
C 0.225195 1.390120 -2.826041 1.2 -0.5 -2.7 0.72
C 0.561002 0.423200 -4.078044 -1.3 -2.1 4.3 -1.27
O 0.690954 0.867280 -1.616942 -3.2 0.7 2.2 0.05
H 0.669276 3.437583 -3.668724 -1.8 0.8 -1.3 0.47
H 2.036413 2.819939 -3.304062 0.3 -1.7 0.4 0.37
H 0.903954 3.118474 -2.088486 0.0 1.8 3.1 0.41
H -0.871311 1.482033 -2.631400 0.9 0.4 -0.9 -0.09
H 0.344675 0.928799 -4.935929 -0.7 1.0 -2.5 0.55
H -0.011574 -0.537102 -3.924116 -0.2 1.1 -0.6 0.12
H 1.541291 -0.039272 -4.127561 0.8 0.9 0.3 0.36
H 1.428320 0.398310 -1.816110 3.7 -2.4 -0.5 -0.12
C 1.173997 -3.519782 -0.256138 -5.6 1.4 -6.2 -1.39
C 2.065994 -3.033136 -1.381300 -3.5 0.4 -1.0 0.38
C 1.477678 -3.107142 -2.818915 3.6 -3.9 0.7 -0.93
O 2.304731 -1.654706 -1.138027 -13.0 -4.4 12.2 -0.36
H 0.632684 -4.400107 -0.271192 0.7 -3.1 -0.2 0.54
H 0.070510 -3.049937 -0.250732 2.2 0.6 -0.5 -0.03
H 1.490565 -3.238385 0.588564 2.9 1.5 6.7 0.57
H 2.876115 -3.646178 -1.398915 3.2 -1.2 0.4 0.51
H 2.262337 -3.093002 -3.642451 -0.9 0.6 1.1 0.31
H 0.819797 -2.368742 -2.779183 -3.2 3.1 -0.9 -0.08
H 1.034874 -4.094132 -2.895579 -0.5 -0.1 -0.3 0.41
H 2.876885 -1.480563 -1.631325 14.3 4.9 -11.9 0.13
```
Forces are in eV/Å.

Properties
LUMO level = -2.04 eV
energy above the lowest of the compared OMol25 structures with the same formula, charge and spin = 57.0 kcal/mol
calculated total energy = -35763.00292 eV
HOMO-LUMO gap = 10.934 eV
net charge = +1

=====

DFT (the ωB97M-V functional and the def2-TZVPD basis) results for an isolated molecule of C5H4O3 at a distorted geometry.

```
12
Properties=species:S:1:pos:R:3:forces:R:3:mulliken_charge:R:1
O 2.326655 -1.616271 -0.025750 2.1 -1.8 -0.4 -0.54
C 1.418837 -0.877564 -0.040933 -0.6 1.4 1.1 0.39
C 1.467073 0.551887 0.070058 -0.2 -0.2 -0.5 -0.54
C 0.334976 1.247926 -0.002264 -1.4 0.3 -0.3 -0.15
C -0.985460 0.673503 -0.074768 2.4 -1.4 0.6 -0.63
C -0.949257 -0.689603 0.029971 0.5 1.0 -1.0 0.70
O -1.958511 -1.509888 0.033117 -1.5 -0.7 0.2 -0.45
O 0.153990 -1.432145 -0.002825 -0.6 0.2 0.0 -0.25
H 2.419720 1.019185 0.121157 0.6 0.2 0.0 0.40
H 0.351253 2.307596 -0.036005 0.3 0.9 0.2 0.40
H -1.826348 1.304577 -0.023229 -1.0 0.2 -0.1 0.33
H -2.752923 -0.979208 -0.048530 -0.5 -0.1 0.0 0.34
```
Forces are in eV/Å.

Properties
SMILES = O=c1cccc(O)o1
LUMO level = 0.40 eV
energy above the lowest of the compared OMol25 structures with the same formula, charge and spin = 18.4 kcal/mol
calculated total energy = -11391.56948 eV
HOMO-LUMO gap = 9.112 eV
net charge = 0

=====

DFT (the ωB97M-V functional and the def2-TZVPD basis) results for a structure of composition C46H121HfN11O17 at a distorted geometry.

```
196
Properties=species:S:1:pos:R:3:forces:R:3:mulliken_charge:R:1
Hf -0.272212 -0.034753 -0.691417 1.8 1.7 1.3 1.40
C -9.822496 2.259076 -2.568997 1.2 -0.5 -5.5 0.17
O -9.566908 2.159067 -3.714987 -1.2 0.5 5.5 -0.17
O -1.027776 1.531801 -2.067820 -0.8 -2.8 1.4 -0.87
O -2.018560 -1.033289 -1.756165 1.2 2.1 0.2 -0.86
C 2.944054 3.262540 3.816295 -3.0 -4.2 2.5 0.77
O 0.995832 0.250439 0.784896 -0.1 -1.2 -2.7 -1.09
O 2.265137 2.428856 4.256085 -0.5 0.0 -0.3 -0.48
O 3.699834 4.021176 3.517204 3.5 4.2 -2.1 -0.34
C 7.181470 -0.362052 -0.591530 1.7 -0.4 2.5 -2.13
C 6.256171 0.448546 0.332772 0.4 -0.1 -0.2 2.62
C 6.060152 -0.301218 1.652245 1.0 -0.4 0.0 -0.87
O 5.765624 -1.643962 1.361199 -0.3 -0.7 0.5 -0.16
C 5.661146 -2.404080 2.553712 -0.9 0.0 0.1 -0.70
N 6.830068 1.831983 0.501636 -1.9 -0.4 0.1 -0.77
H 7.233705 0.140937 -1.505805 0.3 0.5 -1.4 0.73
H 7.009380 -1.440153 -0.675074 -0.7 0.5 -0.2 0.28
H 8.207496 -0.370557 -0.145828 -0.4 0.4 -0.2 0.45
H 5.306665 0.489856 -0.228082 0.0 0.5 0.6 -1.32
H 5.286803 0.075576 2.325447 -0.1 0.5 -0.1 0.35
H 7.031669 -0.341772 2.194867 -0.3 0.6 0.0 0.34
H 6.593951 -2.476552 3.128511 0.1 0.3 -0.2 0.38
H 5.391816 -3.415377 2.250464 -0.1 0.0 0.1 0.29
H 4.848975 -2.003560 3.226579 0.7 -0.3 -0.6 0.08
H 6.264831 2.370190 1.172989 -0.1 -0.3 -0.6 0.23
H 7.722033 1.831872 0.944656 1.0 -0.6 0.1 0.28
C -1.891815 -5.287157 1.110704 0.4 -0.2 -0.7 -1.79
C -1.987147 -5.183449 -0.427696 0.9 1.2 1.0 1.25
C -3.054885 -6.092742 -0.997028 2.1 -0.4 -1.5 -1.03
O -2.535089 -7.380928 -0.821576 1.0 -0.4 0.4 -0.38
C -3.178811 -8.479867 -1.409430 0.1 0.7 0.4 -0.86
N -2.174729 -3.775680 -0.823767 1.1 -0.8 1.3 1.45
H -2.858710 -5.248208 1.596588 -0.2 -0.1 0.1 0.27
H -1.245852 -4.532616 1.549581 0.0 0.4 -0.2 0.22
H -1.373580 -6.216275 1.312597 -0.3 -0.4 0.3 0.60
H -0.961589 -5.500416 -0.762816 -1.1 0.1 -0.2 -0.26
H -3.089789 -5.864029 -2.083248 -0.4 -0.1 0.3 0.52
H -3.999983 -5.956069 -0.534945 -1.2 0.2 0.5 0.33
H -4.101356 -8.576725 -0.887800 -1.4 -0.4 0.0 0.35
H -2.609432 -9.364588 -1.144452 0.3 0.0 -0.4 0.27
H -3.316779 -8.338669 -2.486354 0.0 -0.2 0.0 0.29
H -2.197599 -3.673720 -1.805001 -0.2 0.3 -1.1 -0.34
H -2.972980 -3.347893 -0.389338 -0.7 0.0 -0.2 -0.92
C -3.081033 -2.035552 2.338494 -0.3 -0.6 2.1 -1.05
C -2.378896 -0.927408 1.613852 1.6 0.2 -0.5 0.47
C -1.692587 0.135854 2.491505 0.0 0.6 0.4 -0.59
O -0.970430 1.066051 1.574400 -2.9 0.4 2.4 0.03
C -0.420439 2.244754 2.215596 0.6 -0.3 -0.2 0.11
N -1.169384 -1.498375 0.895329 -0.1 1.6 0.8 3.08
H -3.411251 -2.871079 1.694709 -0.2 0.8 0.1 -0.02
H -3.911604 -1.657467 3.018462 0.7 -0.5 -1.1 0.44
H -2.354623 -2.530758 3.030148 -0.3 0.4 -0.3 -0.11
H -3.040080 -0.412401 0.917581 0.1 -0.2 -0.4 0.19
H -1.031778 -0.413945 3.198485 0.4 0.5 -0.7 -0.05
H -2.375119 0.655042 3.198814 0.0 0.1 -0.9 0.46
H 0.157929 2.028910 3.132480 -0.3 -0.4 -0.5 0.30
H -1.145182 3.016287 2.477686 -0.7 -0.3 -0.1 0.43
H 0.272995 2.744518 1.508700 -0.5 -0.8 0.3 -0.75
H -0.412724 -1.538308 1.577388 0.0 0.2 -0.1 -0.81
H -1.270700 -2.394074 0.503489 -1.0 -1.6 -0.6 -1.23
C -5.415748 -3.693684 -2.659931 -1.0 0.0 0.3 -1.11
C -6.092509 -3.015166 -1.466159 -0.6 -0.7 0.0 0.37
C -7.125774 -3.832495 -0.680293 0.0 0.5 1.1 -0.71
O -8.074634 -4.462557 -1.482654 -0.1 -0.3 -1.1 -0.32
C -9.244586 -4.832789 -0.768215 1.2 0.0 0.3 -0.72
N -5.107056 -2.449258 -0.540729 0.8 0.9 -0.9 -0.23
H -4.916180 -2.875116 -3.174805 0.4 -0.3 -0.3 0.35
H -6.219555 -4.096807 -3.315035 0.7 0.1 0.3 0.47
H -4.724929 -4.476827 -2.361866 0.1 0.0 -0.1 -0.07
H -6.720757 -2.290483 -1.932887 -0.4 1.2 -0.4 0.22
H -7.724472 -3.091036 -0.049190 1.1 -0.8 -0.1 0.35
H -6.586356 -4.580288 -0.060898 -0.4 0.3 0.1 0.25
H -9.738697 -3.920305 -0.434218 -0.2 -0.1 0.4 0.31
H -8.934654 -5.496267 0.063405 -0.5 0.4 -0.1 0.28
H -9.900081 -5.372061 -1.427808 -0.2 -0.2 -0.4 0.26
H -4.538718 -1.741598 -1.078793 -0.6 -0.9 0.8 -0.09
H -5.535701 -1.939548 0.228666 -0.1 -0.1 -0.2 0.28
C 2.555648 -1.808214 5.534425 0.0 0.4 1.2 -1.93
C 1.810150 -2.209884 4.308050 0.8 0.0 -0.7 1.11
C 0.592430 -3.061869 4.517968 -0.2 -0.3 -0.3 0.58
O 1.027952 -4.219430 5.154247 -0.9 -2.0 0.2 -0.42
C 0.107161 -5.289702 4.834472 1.0 0.2 -0.3 -0.74
N 1.437225 -1.043552 3.547794 0.1 0.4 -1.9 0.16
H 3.563230 -1.484582 5.304873 0.1 0.5 -0.3 0.35
H 2.723714 -2.596579 6.231716 -0.1 -1.1 0.3 0.44
H 2.039103 -1.064301 6.140188 -0.1 0.4 -0.3 0.37
H 2.556210 -2.850164 3.781691 -0.6 0.0 -0.1 -0.15
H 0.164101 -3.346975 3.539153 0.2 0.3 -0.1 -0.70
H -0.257434 -2.649743 5.080835 0.3 0.6 0.1 0.37
H 0.213701 -6.103866 5.559560 0.0 0.3 -0.1 0.31
H 0.342604 -5.677433 3.814679 -0.2 0.2 0.6 0.22
H -0.913597 -4.907644 4.814630 -0.2 -0.1 0.2 0.32
H 1.491916 -1.190920 2.504993 -0.3 0.4 1.2 -0.75
H 2.077872 -0.263663 3.678671 -0.2 -0.1 0.2 0.13
C 2.304664 -2.674481 0.256250 -0.5 0.1 0.5 -0.41
C 1.926614 -2.838775 -1.193199 0.6 -0.4 -2.0 1.44
C 1.777911 -4.277272 -1.871114 0.1 1.0 1.6 -1.02
O 2.059995 -4.197103 -3.232865 0.6 0.1 -0.7 -0.01
C 2.742279 -5.369743 -3.621699 0.6 -0.4 0.3 -0.95
N 0.771947 -1.959956 -1.572525 -0.1 -0.5 0.3 1.75
H 1.497085 -2.814851 1.001451 0.1 -0.1 -0.5 -0.53
H 2.640885 -1.635926 0.330363 -0.1 -0.1 0.4 -0.05
H 3.119186 -3.336779 0.533466 0.2 -0.1 -0.1 0.71
H 2.795816 -2.414367 -1.708250 -0.2 -0.1 -0.2 -1.01
H 0.790770 -4.718022 -1.754107 -0.4 0.1 0.3 -0.04
H 2.493955 -4.983203 -1.432774 0.0 0.3 0.5 0.88
H 3.677130 -5.484174 -3.007918 -0.7 -0.1 -0.3 0.35
H 3.101785 -5.284069 -4.655661 -0.6 0.0 0.2 0.26
H 2.089456 -6.266581 -3.451744 0.6 0.5 -0.4 0.34
H 0.393578 -2.242882 -2.479235 0.5 0.1 -0.4 -0.79
H 0.026141 -2.372684 -1.049902 -1.0 -0.8 0.8 -0.62
C 0.512064 5.118827 10.259171 0.2 0.0 0.5 -1.15
C -0.093145 4.758447 8.930707 -1.0 0.1 -1.8 0.50
C -0.302515 6.056443 8.129607 0.3 1.0 1.1 -0.84
O -0.575806 5.876565 6.752921 -0.2 -0.3 0.3 -0.29
C -0.602298 7.077606 5.980975 -0.5 -0.2 1.6 -0.80
N 0.769165 3.868737 8.145440 -0.5 -0.3 -0.5 -0.59
H 1.521808 4.709294 10.173225 0.0 0.2 1.0 0.29
H -0.036915 4.797416 11.170358 0.5 -0.2 -0.8 0.28
H 0.591202 6.197472 10.345392 0.2 0.3 0.1 0.33
H -1.060941 4.286262 9.081594 -0.2 -0.3 -0.1 0.26
H 0.673516 6.525347 8.256729 0.4 0.5 -0.4 0.36
H -0.986602 6.759308 8.708358 0.1 -0.8 -1.0 0.35
H -0.004898 7.012025 5.107382 0.1 -0.7 -1.2 0.28
H -0.087412 7.845491 6.521115 0.1 0.8 0.6 0.37
H -1.645709 7.371862 5.830197 0.3 0.1 -0.4 0.26
H 0.825804 4.101883 7.148280 -0.4 0.0 0.6 0.21
H 1.694543 3.832502 8.504435 0.7 0.0 0.3 0.19
C -2.949888 4.839148 -1.323152 -0.4 -0.5 -1.1 -1.04
C -2.535198 5.288255 -2.771624 -0.4 0.3 2.0 0.18
C -1.771784 4.191593 -3.468314 -0.2 -0.7 0.4 2.18
O -1.636178 4.557865 -4.812688 0.1 0.0 -1.1 -0.47
C -0.499772 5.334466 -5.093992 0.4 0.3 0.2 -0.34
N -3.730169 5.745067 -3.434670 -0.6 0.0 0.0 -0.65
H -3.380986 5.624309 -0.680735 0.5 -0.2 -0.4 0.27
H -2.164415 4.260950 -0.842742 0.3 0.3 0.3 -0.05
H -3.749225 4.080147 -1.481099 0.3 0.4 0.1 0.44
H -1.880945 6.176535 -2.765561 0.0 -0.2 0.4 0.20
H -2.204504 3.170576 -3.384833 -0.3 0.7 -0.3 0.03
H -0.806108 4.023804 -2.983786 0.2 0.4 -0.1 -1.79
H 0.329932 4.832124 -4.613021 0.6 0.3 0.2 0.01
H -0.512987 6.415330 -4.811898 -0.4 -0.7 0.3 0.26
H -0.306804 5.336744 -6.157125 -0.2 -0.2 -0.4 0.31
H -3.500572 6.126539 -4.340433 -0.2 -0.2 -0.2 0.31
H -4.419669 4.996488 -3.518292 0.3 0.3 -0.2 0.29
C 0.273145 5.635867 0.356992 -0.1 -0.4 -1.5 -1.60
C 1.081692 4.903845 -0.767094 0.0 -0.9 1.8 2.84
C 1.852595 5.792776 -1.679118 -0.8 0.8 -2.3 -1.21
O 2.870905 6.542203 -1.150548 1.8 1.0 1.2 -0.44
C 3.759275 7.216241 -2.095342 -1.3 -2.1 0.5 -0.79
N 2.017243 3.970613 -0.170522 1.1 0.0 -0.6 -0.01
H -0.438177 6.304998 -0.166937 0.0 -0.3 0.7 0.35
H 1.021913 6.221727 0.863193 0.1 0.4 0.5 0.49
H -0.219041 4.924587 1.071575 0.3 0.7 -0.9 0.12
H 0.439643 4.320034 -1.436291 -0.3 0.2 0.2 -1.55
H 1.144189 6.514924 -2.039101 -1.0 0.5 -0.7 0.42
H 2.172750 5.249371 -2.595287 0.1 0.0 0.6 0.59
H 4.271724 6.387372 -2.593925 -0.1 0.4 -0.7 0.33
H 4.497155 7.695590 -1.508777 0.5 0.7 0.7 0.29
H 3.247410 7.930195 -2.754288 0.0 -0.4 0.1 0.27
H 2.783301 4.471085 0.272429 -0.1 -0.2 0.0 0.43
H 1.609379 3.330345 0.474947 -0.2 -0.4 0.5 -0.64
C 0.314501 -2.816129 -6.204711 0.7 1.3 1.2 -1.81
C -0.182223 -2.099021 -4.935710 1.3 -0.3 1.1 1.89
C -1.004150 -0.888052 -5.250052 -0.1 1.1 -0.6 -0.99
O -0.112698 0.152525 -5.687226 -0.8 0.8 -0.9 -0.36
C -0.830861 1.335304 -6.165222 0.5 -0.5 0.8 -0.90
N -0.844729 -3.085801 -4.076411 -1.0 0.4 0.5 -0.33
H 1.079275 -3.534539 -5.950724 0.0 -0.5 0.2 0.38
H 0.834549 -2.037407 -6.756021 -0.3 -0.1 -0.7 0.40
H -0.519396 -3.279667 -6.715539 -0.1 0.0 -0.4 0.46
H 0.692027 -1.698479 -4.299849 -0.8 -0.5 -1.3 -0.89
H -1.531462 -0.520665 -4.391398 -0.2 0.1 1.0 0.16
H -1.788939 -1.060299 -5.993363 0.1 -0.3 -0.4 0.73
H -1.308341 1.241650 -7.157768 0.5 -0.2 0.3 0.35
H -0.179462 2.210006 -6.080636 0.4 -0.4 -0.6 0.17
H -1.595479 1.616748 -5.460966 -0.7 -0.3 0.4 0.38
H -1.651583 -2.695026 -3.557217 0.6 0.0 -0.5 -0.21
H -1.182797 -3.829147 -4.662219 -0.2 -0.4 0.0 0.29
C 1.525137 2.617139 -3.609601 0.6 -1.1 -1.8 -1.48
C 1.807796 1.178730 -3.060510 0.5 2.4 1.3 3.46
C 3.283488 0.895932 -3.041729 1.1 0.0 -1.6 -1.74
O 3.624411 -0.231867 -2.251690 -1.4 0.5 -0.6 0.38
C 4.874668 -0.743935 -2.554661 0.9 0.0 0.7 -1.21
N 1.413700 1.159697 -1.629344 0.7 1.3 0.0 2.37
H 2.048376 2.755106 -4.607342 -0.6 -0.2 0.9 0.53
H 1.867273 3.429512 -2.970357 0.1 -0.4 0.3 -0.21
H 0.453439 2.704673 -3.803238 0.2 0.0 0.1 -0.29
H 1.279839 0.462482 -3.631495 -0.7 -0.8 -0.5 -1.70
H 3.824372 1.761738 -2.649596 0.0 0.2 0.1 0.50
H 3.650162 0.759736 -4.093098 -0.2 -0.1 0.6 0.49
H 5.664307 0.042348 -2.411860 -0.8 -0.8 -0.6 0.22
H 4.935575 -1.241457 -3.535588 -0.1 0.4 0.0 0.34
H 5.007234 -1.494960 -1.777123 0.5 -0.2 -0.1 0.24
H 1.219536 2.152933 -1.297047 0.4 -1.7 -0.6 -0.75
H 2.270225 0.911147 -1.128644 -0.7 -0.1 0.6 -0.23
```
Forces are in eV/Å.

Properties
LUMO level = -2.49 eV
calculated total energy = -102157.69518 eV
HOMO-LUMO gap = 4.270 eV
net charge = 0